The following is a quantum chemistry calculation of C30H20F7N8OTi as an isolated structure in a non-equilibrium geometry, from the OMol25 dataset.

Positions of all 67 atoms, in Å:
Ti -1.94 0.64 0.03
N -3.65 1.13 -1.29
C -4.74 1.93 -0.68
C -5.53 1.12 0.33
C -4.75 0.70 1.56
N -3.62 -0.20 1.22
H -3.26 1.64 -2.09
H -4.01 0.25 -1.65
H -5.41 2.30 -1.46
H -4.29 2.81 -0.21
H -5.95 0.23 -0.16
H -6.38 1.72 0.66
H -5.41 0.21 2.27
H -4.32 1.58 2.06
H -3.95 -1.02 0.71
H -3.20 -0.54 2.08
F 1.45 2.28 3.30
C 2.06 3.00 2.34
C 3.41 3.21 2.41
F 4.07 2.70 3.45
C 4.11 3.93 1.42
C 3.32 4.45 0.38
C 1.97 4.22 0.32
F 1.28 4.67 -0.74
C 1.29 3.48 1.28
C -0.11 3.14 1.12
C -0.76 3.04 -0.11
N -1.45 2.70 -0.99
C -0.84 2.22 1.88
N -1.60 1.39 2.20
F 3.89 5.11 -0.61
C 5.54 4.04 1.43
C 6.34 3.05 2.04
N 7.00 2.21 2.47
C 6.23 5.06 0.73
N 6.82 5.88 0.18
N 5.25 -0.18 1.04
C 4.52 0.63 0.26
O 4.97 1.59 -0.34
C 3.04 0.34 0.16
C 2.38 0.74 -1.00
C 1.00 0.66 -1.04
N 0.27 0.24 0.01
C 0.92 -0.20 1.10
C 2.29 -0.17 1.20
H 6.22 0.05 1.21
H 4.88 -1.03 1.44
H 2.93 1.15 -1.83
H 0.45 0.97 -1.92
H 0.31 -0.54 1.92
H 2.75 -0.49 2.13
F -0.59 -8.07 -3.69
C -1.42 -7.91 -2.64
F -2.59 -8.47 -2.97
F -0.90 -8.62 -1.62
C -1.56 -6.46 -2.27
C -2.80 -5.85 -2.23
C -2.90 -4.51 -1.88
C -1.75 -3.79 -1.57
C -0.50 -4.41 -1.62
C -0.41 -5.75 -1.97
C -1.84 -2.40 -1.20
C -1.91 -1.23 -0.89
H -3.69 -6.42 -2.48
H -3.86 -4.03 -1.85
H 0.39 -3.84 -1.39
H 0.56 -6.23 -2.01

Results
Highest occupied orbital energy (spin up / spin down) ... -9.7 / -9.2 eV
Max |F| ... 2.78 eV/Å
Net charge ... +1

The following is a quantum chemistry calculation of C30H21Br2N5OTa as an isolated structure in a non-equilibrium geometry, from the OMol25 dataset.

Positions of all 60 atoms, in Å:
Ta -0.39 0.11 0.02
C 3.27 2.74 0.91
C 2.07 2.07 1.10
N 1.65 1.10 0.29
C 2.43 0.74 -0.76
C 3.62 1.44 -1.09
C 4.03 2.46 -0.20
C 4.31 1.09 -2.27
C 3.80 0.10 -3.08
C 2.67 -0.65 -2.72
C 2.01 -0.39 -1.53
N 0.89 -1.04 -0.99
C 0.62 -2.37 -1.28
C 1.46 -3.32 -1.85
C 0.99 -4.61 -2.12
C -0.28 -5.01 -1.77
C -1.11 -4.13 -1.05
C -2.37 -4.49 -0.52
C -3.05 -3.59 0.28
C -2.52 -2.33 0.49
N -1.38 -1.91 -0.07
C -0.66 -2.80 -0.81
H 3.58 3.49 1.62
H 1.43 2.32 1.93
H 4.94 3.01 -0.40
H 5.21 1.61 -2.54
H 4.30 -0.13 -4.01
H 2.32 -1.41 -3.39
H 2.49 -3.09 -2.07
H 1.66 -5.31 -2.60
H -0.63 -6.00 -2.01
H -2.77 -5.47 -0.72
H -3.99 -3.87 0.73
H -3.03 -1.62 1.14
Br -3.56 3.64 1.37
C -2.65 2.52 2.58
C -2.73 2.72 3.96
C -2.04 1.90 4.84
Br -2.19 2.20 6.69
C -1.21 0.84 4.35
C -0.47 -0.06 5.14
C 0.33 -1.00 4.52
C 0.43 -1.03 3.13
N -0.27 -0.22 2.34
C -1.10 0.69 2.94
C -1.84 1.51 2.06
O -1.66 1.26 0.78
H -3.33 3.53 4.34
H -0.53 0.00 6.21
H 0.89 -1.70 5.11
H 1.10 -1.73 2.63
C -2.76 3.30 -3.75
C -1.26 2.97 -3.74
C -0.96 2.05 -2.71
N -0.76 1.30 -1.86
H -2.93 4.09 -4.47
H -3.10 3.65 -2.78
H -3.35 2.44 -4.04
H -0.67 3.88 -3.57
H -0.96 2.54 -4.70

Results
Energy relative to the best compared isomer or geometry (same formula, charge and spin) ... 0.0 kcal/mol
Highest occupied orbital energy ... -16.3 eV
Max |F| ... 3.09 eV/Å
Net charge ... +3

The following is a quantum chemistry calculation of C30H21BrF3IrN2S4Sb2 as an isolated structure in a non-equilibrium geometry, from the OMol25 dataset.

Positions of all 64 atoms, in Å:
Ir 0.15 0.09 0.16
Br -2.56 2.38 6.84
C -1.88 1.43 5.35
C -2.37 0.16 5.06
C -1.86 -0.53 3.98
C -0.86 0.03 3.18
C -0.39 1.30 3.48
C -0.89 2.00 4.56
N -0.33 -0.65 2.07
C -0.11 -1.92 2.17
C 0.47 -2.63 1.06
C 0.73 -4.00 1.10
C 1.28 -4.61 -0.01
C 1.58 -3.83 -1.12
C 1.32 -2.48 -1.09
N 0.76 -1.89 -0.03
H -3.16 -0.26 5.67
H -2.27 -1.50 3.73
H 0.41 1.73 2.89
H -0.51 2.99 4.79
H -0.30 -2.44 3.10
H 0.50 -4.55 2.00
H 1.49 -5.67 -0.01
H 2.03 -4.27 -2.01
H 1.56 -1.83 -1.92
S 4.45 0.11 -2.02
Sb 2.78 1.53 -1.38
S 0.63 0.57 -2.05
S 2.24 1.18 0.95
S 2.78 3.75 -1.91
F -1.01 6.11 -4.78
C -1.00 5.31 -3.70
C -1.41 4.00 -3.84
C -1.40 3.18 -2.72
C -1.00 3.68 -1.49
C -0.59 5.00 -1.38
C -0.59 5.83 -2.49
Sb -1.01 2.43 0.24
C -0.87 3.99 1.68
C 0.36 4.41 2.17
C 0.43 5.48 3.05
C -0.73 6.12 3.41
F -0.67 7.16 4.26
C -1.97 5.74 2.93
C -2.03 4.67 2.05
C -3.10 2.01 0.41
C -3.57 1.50 1.62
C -4.91 1.21 1.80
C -5.77 1.42 0.74
F -7.08 1.14 0.91
C -5.35 1.91 -0.47
C -4.00 2.21 -0.63
H -1.71 3.63 -4.81
H -1.68 2.14 -2.84
H -0.26 5.40 -0.43
H -0.25 6.86 -2.43
H 1.27 3.90 1.87
H 1.38 5.82 3.45
H -2.86 6.27 3.23
H -2.99 4.35 1.66
H -2.88 1.36 2.45
H -5.28 0.83 2.74
H -6.06 2.07 -1.27
H -3.66 2.62 -1.57

Results
Highest occupied orbital energy ... -7.2 eV
Max |F| ... 1.99 eV/Å